No. 1
# C28H44N4O4S

A single C28H44N4O4S molecule at a distorted geometry (ωB97M-V/def2-TZVPD, the Open Molecules 2025 dataset).

The geometry in XYZ format:
```
81
Properties=species:S:1:pos:R:3:forces:R:3:nbo_charge:R:1
C 7.8896 0.1906 1.5136 0.0497 0.1270 -0.2046 -0.609
C 7.9287 0.2924 -0.0070 -0.0309 -0.2293 0.0457 -0.386
C 6.8794 -0.5855 -0.6880 -0.1460 0.2908 -0.1033 -0.421
C 5.4517 -0.0736 -0.4403 0.2142 -0.1351 0.1229 -0.237
N 4.3867 -0.7436 -1.1666 -0.1468 -0.2351 -0.1454 -0.466
C 4.3019 -0.4123 -2.5761 0.0425 0.1902 -0.1192 -0.206
C 3.8771 1.0411 -2.8155 -0.0356 -0.0972 0.2591 -0.401
C 2.6283 1.4420 -2.0297 0.0359 0.0566 -0.2255 -0.402
C 1.3650 0.7473 -2.5229 0.1844 0.1106 0.1472 -0.611
C 4.2614 -2.1589 -0.8886 -0.0314 0.0251 0.2356 -0.211
C 3.7817 -2.4121 0.5502 0.2782 0.0254 -0.1406 -0.234
N 2.5484 -1.7142 0.7958 -0.1500 -0.2890 -0.1335 -0.605
C 2.5032 -0.5352 1.4316 -0.2796 -0.0621 0.0184 0.677
O 3.4231 -0.0669 2.0886 0.2507 0.1852 0.1572 -0.674
C 1.2007 0.1950 1.3071 0.0200 0.0551 -0.0430 -0.309
C 1.1291 1.3931 1.9469 0.2049 -0.3673 -0.0813 0.144
N 0.0714 2.2258 1.9226 0.1952 -0.1397 0.0178 -0.350
C 0.1220 3.4695 2.6558 -0.0495 0.3851 0.1858 -0.403
C -1.0360 1.8891 1.1790 -0.3821 -0.4512 -0.4387 0.181
C -2.1538 2.7357 1.0976 -0.0973 0.0732 -0.0082 -0.248
C -3.2420 2.3801 0.3350 0.1631 0.0972 0.1181 -0.152
C -3.2444 1.1794 -0.3629 -0.1894 -0.2995 -0.4136 -0.337
S -4.6794 0.7966 -1.3692 0.0905 0.3089 0.3644 2.339
O -4.8868 1.9193 -2.2394 -0.0590 0.1209 0.2127 -0.940
O -4.4935 -0.4970 -1.9584 0.0753 -0.0171 0.2558 -0.937
N -5.8950 0.8010 -0.2310 0.6411 0.0727 -0.8617 -0.703
C -6.9255 1.8053 -0.3358 -0.1775 0.3738 -0.1478 -0.411
C -6.2532 -0.4374 0.4434 0.3106 -0.5906 -0.0182 -0.032
C -5.0141 -1.1105 1.0297 -0.2681 -0.0535 0.4741 -0.422
C -5.4173 -2.3509 1.8239 0.1868 -0.0765 -0.2514 -0.392
C -6.1639 -3.3323 0.9261 -0.2104 0.0628 0.2637 -0.397
C -7.3949 -2.6663 0.3201 0.1556 -0.0632 -0.1916 -0.395
C -6.9950 -1.4212 -0.4663 -0.2455 0.0580 0.2243 -0.428
C -2.1645 0.3379 -0.3007 -0.0670 -0.0038 -0.0799 -0.139
C -1.0493 0.6691 0.4744 -0.1713 0.2245 0.0483 -0.103
C 0.0803 -0.2756 0.5189 0.0527 0.2010 0.1936 0.511
O 0.0319 -1.3519 -0.0727 -0.1327 -0.0562 -0.1259 -0.626
H 8.6776 0.7987 1.9530 0.0379 0.0277 0.1246 0.207
H 8.0381 -0.8404 1.8283 0.0022 -0.1130 0.0858 0.199
H 6.9355 0.5341 1.9034 -0.0946 0.0171 0.1353 0.210
H 8.9201 -0.0098 -0.3557 -0.0069 0.0965 -0.0321 0.198
H 7.7781 1.3327 -0.3058 0.0541 0.0440 -0.0694 0.191
H 7.0743 -0.5984 -1.7636 0.0101 -0.1072 -0.0211 0.198
H 6.9819 -1.6072 -0.3163 0.0241 -0.0898 -0.0460 0.191
H 5.2147 -0.1409 0.6221 0.0310 0.1314 -0.0260 0.226
H 5.4110 0.9836 -0.7071 0.0118 0.0758 0.0936 0.193
H 5.2496 -0.5949 -3.1132 -0.1024 -0.0542 -0.0202 0.166
H 3.5486 -1.0651 -3.0229 0.0589 -0.0480 0.0007 0.195
H 3.6931 1.1654 -3.8852 0.0617 0.0517 -0.0538 0.203
H 4.6947 1.7133 -2.5486 0.0561 0.0348 -0.0880 0.196
H 2.7875 1.2042 -0.9768 0.0047 0.0966 0.0550 0.212
H 2.4964 2.5238 -2.1189 0.0179 0.0202 0.0635 0.193
H 1.4012 -0.3178 -2.3151 -0.0684 -0.1878 0.0036 0.209
H 0.4861 1.1548 -2.0261 -0.1304 -0.0280 0.0074 0.204
H 1.2437 0.8889 -3.5951 -0.0655 -0.0023 -0.1333 0.200
H 3.5043 -2.5649 -1.5662 0.0759 -0.0071 -0.0162 0.195
H 5.1933 -2.7241 -1.0564 -0.0782 -0.0285 -0.0222 0.171
H 4.5138 -2.0593 1.2779 -0.0248 -0.1301 -0.0214 0.223
H 3.6266 -3.4858 0.6912 0.0941 0.0792 0.0358 0.201
H 1.7385 -1.9588 0.2298 -0.0128 0.1425 0.1624 0.434
H 1.9918 1.7048 2.5217 -0.0044 0.0436 0.0151 0.244
H 1.0765 3.5400 3.1720 -0.0503 -0.0404 -0.0464 0.226
H 0.0288 4.3203 1.9780 -0.0036 -0.0102 0.0408 0.211
H -0.6788 3.5125 3.3964 0.0299 0.0227 -0.0204 0.210
H -2.1687 3.6744 1.6261 0.0048 0.0883 0.0502 0.222
H -4.1007 3.0270 0.2579 -0.0749 0.1918 0.0814 0.233
H -7.8686 1.3918 -0.7038 0.0181 -0.0032 0.0017 0.191
H -7.0953 2.2651 0.6416 -0.0178 -0.0259 -0.0284 0.191
H -6.5791 2.5560 -1.0410 -0.2429 0.1328 0.0839 0.245
H -6.9155 -0.1484 1.2718 0.0963 0.0336 -0.0798 0.200
H -4.4806 -0.4039 1.6702 0.0281 0.0064 -0.0285 0.211
H -4.3543 -1.4030 0.2144 0.0816 -0.0727 0.0525 0.221
H -4.5248 -2.8256 2.2354 -0.0168 0.0200 0.0894 0.213
H -6.0587 -2.0595 2.6597 -0.0020 -0.0060 0.0885 0.190
H -6.4603 -4.2123 1.5007 0.0497 -0.0592 -0.0530 0.207
H -5.5006 -3.6586 0.1234 0.0538 -0.0936 -0.0508 0.200
H -8.0875 -2.3870 1.1189 -0.0849 -0.0366 0.0356 0.189
H -7.9107 -3.3665 -0.3394 -0.0883 0.0153 0.0392 0.212
H -6.3351 -1.6917 -1.2904 -0.0564 -0.0101 -0.0096 0.232
H -7.8833 -0.9425 -0.8843 -0.0018 0.0278 -0.0722 0.204
H -2.1564 -0.5901 -0.8518 0.0442 -0.1238 -0.0181 0.268
```
Positions in Å, forces in eV/Å.

As for the SMILES: CCCCN(CCCC)CCNC(=O)c1cn(C)c2ccc(S(=O)(=O)N(C)C3CCCCC3)cc2c1=O. Its charge is 0. The energy above the lowest of the compared OMol25 structures with the same formula, charge and spin is 4.8 kcal per mole. The total energy comes out at -2011.5488 a.u. For the molar mass, the calculation gives 532.8 g/mol. For the frontier orbital gap, the calculation gives 0.29389 Ha.

---

No. 2
# C28H45BrCaGeN3O5S

A molecular structure, C28H45BrCaGeN3O5S (ωB97M-V/def2-TZVPD, the Open Molecules 2025 dataset).

The geometry in XYZ format:
```
85
Properties=species:S:1:pos:R:3:forces:R:3:mulliken_charge:R:1
Ca 0.4682 0.7199 -0.8167 0.0524 -0.0395 -0.7442 1.791
C -2.9706 -0.0710 1.7321 0.0208 0.0184 0.0290 -1.763
C -2.0743 1.1301 1.4510 0.0496 0.0304 -0.0093 1.714
C -2.6058 1.9338 0.2676 0.0038 -0.0093 -0.0384 -1.276
C -2.0241 2.0209 2.6881 -0.0115 0.0533 0.0213 -1.976
O -0.7621 0.6475 1.0927 -0.1848 -0.1604 0.2550 0.051
Ge 0.8307 1.1737 2.0406 0.0825 0.0086 0.2470 -0.428
O 1.0597 2.4794 0.6556 -0.0208 0.0288 0.0346 0.631
C 1.6323 3.7805 0.8710 0.0151 -0.0704 -0.0280 1.435
C 2.2179 3.9096 2.2739 0.0204 0.0361 0.0365 -1.958
C 0.5329 4.8171 0.6742 -0.0169 0.0280 -0.0019 -1.279
C 2.7458 3.9850 -0.1516 0.0181 -0.0003 -0.0114 -1.472
O 1.7365 -0.0608 0.8337 -0.0215 -0.1884 0.3035 0.253
C 2.6870 -1.0426 1.2771 0.0186 0.0689 -0.0801 1.531
C 2.4198 -2.3236 0.4966 -0.0002 0.0044 -0.0014 -1.540
C 4.0818 -0.5132 0.9611 0.0146 0.0259 0.0287 -1.442
C 2.5564 -1.3216 2.7694 0.0224 -0.0580 0.0530 -1.994
H -3.9802 0.2521 1.9945 0.0351 0.0093 -0.0032 0.472
H -3.0451 -0.7140 0.8560 0.0005 -0.0306 -0.0321 0.272
H -2.5722 -0.6535 2.5652 0.0126 -0.0026 -0.0228 0.373
H -3.6016 2.3321 0.4703 0.0149 -0.0155 0.0081 0.491
H -1.9366 2.7745 0.0625 -0.0145 -0.0131 0.0016 -0.007
H -2.6775 1.2981 -0.6211 0.0148 0.0203 0.0103 0.185
H -3.0280 2.3763 2.9261 0.0112 -0.0023 -0.0037 0.493
H -1.6454 1.4786 3.5559 -0.0015 -0.0029 -0.0130 0.468
H -1.3939 2.8985 2.5192 -0.0003 -0.0216 0.0029 0.298
H 1.4549 3.7840 3.0446 0.0048 -0.0016 -0.0205 0.478
H 3.0069 3.1726 2.4456 -0.0196 -0.0002 -0.0117 0.385
H 2.6539 4.9024 2.3959 -0.0018 -0.0131 0.0058 0.480
H -0.2484 4.6914 1.4264 0.0035 -0.0009 -0.0146 0.229
H 0.9279 5.8313 0.7609 0.0032 -0.0187 0.0004 0.442
H 0.0833 4.7063 -0.3141 -0.0005 0.0046 0.0097 0.171
H 3.4580 3.1587 -0.0962 -0.0005 0.0124 0.0022 0.270
H 2.3376 4.0343 -1.1619 0.0065 -0.0136 -0.0037 0.196
H 3.2820 4.9168 0.0376 -0.0241 -0.0057 0.0016 0.517
H 2.5369 -2.1428 -0.5708 0.0190 0.0033 -0.0530 0.052
H 3.1117 -3.1174 0.7842 -0.0008 0.0238 0.0229 0.506
H 1.4019 -2.6671 0.6825 -0.0131 0.0088 -0.0175 0.185
H 4.1806 -0.3363 -0.1123 -0.0003 0.0115 -0.0072 0.101
H 4.2529 0.4299 1.4841 0.0050 -0.0086 -0.0081 0.304
H 4.8561 -1.2206 1.2639 -0.0240 0.0009 -0.0010 0.437
H 1.5431 -1.6443 3.0210 -0.0017 0.0173 -0.0155 0.356
H 3.2454 -2.1202 3.0500 -0.0114 0.0088 0.0104 0.514
H 2.7986 -0.4447 3.3711 -0.0056 -0.0055 -0.0162 0.450
O 3.8654 4.3856 -5.1449 0.0376 0.0190 -0.0193 -0.522
C 3.2488 3.5292 -4.3249 -0.0095 -0.0157 0.0211 0.841
C 3.8907 2.4582 -3.7012 0.0057 -0.0174 0.0052 -0.598
C 3.1500 1.6399 -2.8787 -0.0087 0.0077 0.0059 -0.789
N 1.8459 1.8224 -2.6366 -0.0190 0.0417 -0.0399 0.043
C 1.2722 2.8494 -3.2409 -0.0796 0.0107 0.0112 -0.172
Br -0.5695 3.0912 -2.8207 0.0186 -0.0392 -0.0577 -0.111
C 1.8897 3.7338 -4.0918 0.0288 0.0127 -0.0202 -0.417
H 4.8029 4.1731 -5.2344 -0.0285 0.0052 0.0010 0.318
H 4.9455 2.2678 -3.8536 -0.0187 0.0121 -0.0054 0.367
H 3.6111 0.7966 -2.3784 0.0034 0.0078 -0.0043 0.311
H 1.3643 4.5555 -4.5555 0.0117 -0.0134 0.0086 0.508
S 1.6355 -2.4887 -3.8110 0.0179 -0.0027 -0.0223 0.000
C 1.5760 -1.3705 -2.7926 -0.0734 0.0829 0.1062 -0.132
C -4.3450 -4.5211 2.2642 0.0086 -0.0179 0.0471 -1.065
C -3.5533 -5.2715 1.2036 -0.0116 0.0708 -0.0209 -0.836
N -2.7517 -4.3800 0.3506 -0.0617 0.0906 0.0846 0.253
C -1.3070 -4.4517 0.5190 0.0110 -0.0367 -0.0498 -1.106
C -0.8261 -3.8149 1.8169 0.0075 -0.0175 0.0288 -0.777
C -3.4391 -3.6661 -0.5715 0.0101 -0.2571 -0.1510 0.438
O -4.6382 -3.8290 -0.7434 -0.0559 0.0594 0.1242 -0.672
C -2.7731 -2.6385 -1.4583 0.0428 0.0227 -0.0358 0.495
C -3.4148 -2.3823 -2.6683 0.0428 -0.0102 -0.0104 -0.708
C -2.9664 -1.3556 -3.4790 -0.0221 -0.0164 -0.0094 -1.104
C -1.9054 -0.5851 -3.0396 0.0675 -0.0666 -0.0097 -0.656
N -1.2848 -0.8086 -1.8791 0.0445 0.1831 0.0242 0.843
C -1.7059 -1.8239 -1.1161 -0.0355 0.1281 0.0630 -1.028
H -4.8976 -5.2275 2.8852 0.0086 0.0084 -0.0181 0.415
H -5.0616 -3.8482 1.7980 -0.0022 0.0128 -0.0107 0.309
H -3.6876 -3.9407 2.9149 -0.0161 -0.0171 -0.0284 0.247
H -4.2306 -5.8382 0.5652 -0.0020 0.0060 -0.0056 0.441
H -2.8600 -5.9743 1.6651 0.0170 -0.0007 0.0093 0.417
H -0.8161 -4.0301 -0.3580 -0.0057 0.0423 0.0688 0.447
H -1.0376 -5.5103 0.5258 0.0120 -0.0295 -0.0257 0.435
H -1.0059 -2.7375 1.8436 -0.0092 0.0094 -0.0324 -0.063
H 0.2407 -3.9935 1.9550 -0.0157 -0.0029 0.0059 0.400
H -1.3438 -4.2556 2.6705 0.0117 0.0074 -0.0306 0.571
H -4.2754 -2.9817 -2.9317 0.0023 0.0012 -0.0039 0.548
H -3.4448 -1.1344 -4.4231 0.0025 -0.0094 0.0180 0.459
H -1.5402 0.2473 -3.6321 -0.0043 -0.0225 0.0180 0.430
H -1.1920 -1.9320 -0.1698 -0.0073 0.0100 0.0346 0.825
```
Positions in Å, forces in eV/Å.

Its charge is +1. The energy above the lowest of the compared OMol25 structures with the same formula, charge and spin is 0.0 kcal per mole. The total energy comes out at -7361.1109 a.u. For the molar mass, the calculation gives 728.3 g/mol. For the frontier orbital gap, the calculation gives 0.27541 Ha.